(one)
This record from the OMol25 dataset describes 2 unconnected molecules or ions with the total composition C7H16N. The level of theory is ωB97M-V/def2-TZVPD.

Computed properties:
HOMO energy (spin up / spin down) (eV): -18.77 / -18.73
LUMO (spin up / spin down) (eV): -11.01 / -13.97
Gap between HOMO and LUMO (spin up / spin down) (eV): 7.754 / 4.758
Net charge: +2
2S+1: 2

Last columns: bonded neighbours and bond lengths (Å).
Element x y z (Å)
1 N -2.29783 -1.83030 0.90436  H10 1.048, H20 1.045, H24 0.992
2 C 0.74618 -0.58455 -1.36335  C5 1.390, C7 1.418, C8 1.499
3 C 0.86610 0.59111 0.77442  C4 1.506, C7 1.485, H14 1.080, H21 1.108
4 C -0.47253 1.19108 1.11613  C3 1.506, C6 1.501, H9 1.108, H15 1.098
5 C 0.90432 0.66405 -1.95315  C2 1.390, H11 1.115, H19 1.126
6 C -0.39149 2.43446 1.95305  C4 1.501, H13 1.106, H16 1.115, H18 1.090
7 C 0.80772 -0.70326 0.04818  C2 1.418, C3 1.485, H17 1.116
8 C 0.95768 -1.77061 -2.25511  C2 1.499, H12 1.104, H22 1.095, H23 1.096
9 H -1.03661 0.37617 1.61056  C4 1.108
10 H -2.21010 -2.77079 1.35922  N1 1.048
11 H 1.05824 0.72086 -3.05564  C5 1.115
12 H 0.03646 -2.05075 -2.79488  C8 1.104
13 H 0.25689 2.36710 2.84620  C6 1.106
14 H 1.47326 1.18801 0.11016  C3 1.080
15 H -1.04740 1.37628 0.19901  C4 1.098
16 H 0.07515 3.19147 1.28112  C6 1.115
17 H 1.12083 -1.58855 0.65094  C7 1.116
18 H -1.37125 2.81595 2.24138  C6 1.090
19 H 0.42428 1.58683 -1.52158  C5 1.126
20 H -1.36422 -1.50436 0.56752  N1 1.045
21 H 1.38386 0.37587 1.72965  C3 1.108
22 H 1.26328 -2.57215 -1.57408  C8 1.095
23 H 1.72237 -1.53873 -3.00597  C8 1.096
24 H -2.90520 -1.96518 0.13185  N1 0.992

Per-atom Löwdin charges, elementary charge units: N 0.5144; C -0.2898; C -0.2117; C -0.2750; C 0.2872; C -0.0637; C 0.0810; C -0.0276; H 0.0998; H 0.1859; H 0.1459; H 0.1088; H 0.1061; H 0.1122; H 0.1188; H 0.1085; H 0.1703; H 0.0962; H 0.1336; H 0.1019; H 0.1584; H 0.0926; H 0.1117; H 0.1345

(two)
This record from the OMol25 dataset describes a gas-phase ion, C7H16N (charge +2). The level of theory is ωB97M-V/def2-TZVPD.

Computed properties:
HOMO energy (spin up / spin down) (eV): -19.16 / -19.85
LUMO (spin up / spin down) (eV): -7.86 / -11.85
Gap between HOMO and LUMO (spin up / spin down) (eV): 11.299 / 7.998
Net charge: +2
2S+1: 2

Last columns: bonded neighbours and bond lengths (Å).
Element x y z (Å)
1 N -0.21030 2.28140 0.97687  C6 1.540, H15 1.154, H16 1.045, H21 1.019
2 C -0.04443 0.09764 2.34092  C6 1.537, H12 1.208, H19 1.047, H20 1.106
3 C -0.74437 -0.01676 -2.74691  C5 1.531, H11 1.047, H14 1.102, H17 1.079
4 C 0.59731 0.30532 -0.21147  C6 1.627, C8 1.553, H9 1.116, H13 1.196
5 C -0.38073 -1.25936 -1.92904  C3 1.531, C8 1.371, H10 1.077
6 C -0.39693 0.75263 0.99581  N1 1.540, C2 1.537, C4 1.627, H18 1.187
7 C 0.75310 -2.10477 0.23864  C8 1.465, H22 1.054, H23 1.183, H24 1.158
8 C 0.22742 -1.11814 -0.70871  C4 1.553, C5 1.371, C7 1.465
9 H 0.36857 1.02752 -1.03096  C4 1.116
10 H -0.39715 -2.27175 -2.29707  C5 1.077
11 H -1.69782 0.34920 -2.51792  C3 1.047
12 H 0.59091 -0.91121 2.14696  C2 1.208
13 H 1.78427 0.41944 -0.12485  C4 1.196
14 H -0.97830 -0.00371 -3.82393  C3 1.102
15 H -0.79496 2.70406 1.87697  N1 1.154
16 H -0.51155 2.65178 0.04746  N1 1.045
17 H 0.01427 0.74355 -2.64054  C3 1.079
18 H -1.47962 0.58948 0.53628  C6 1.187
19 H 0.68735 0.60818 2.88834  C2 1.047
20 H -0.83175 -0.02465 3.10829  C2 1.106
21 H 0.74085 2.38885 1.32694  N1 1.019
22 H 0.94082 -3.06463 -0.15490  C7 1.054
23 H -0.08118 -2.03515 1.07481  C7 1.183
24 H 1.84420 -2.10893 0.62801  C7 1.158

Per-atom Löwdin charges, elementary charge units: N 0.1808; C -0.0317; C -0.0001; C -0.0990; C 0.1379; C -0.2800; C -0.0177; C -0.1619; H 0.0770; H 0.1521; H 0.0964; H 0.1174; H 0.2029; H 0.1269; H 0.2685; H 0.1850; H 0.0822; H 0.1992; H 0.0683; H 0.1150; H 0.1605; H 0.0856; H 0.1652; H 0.1694

Calculated relative energies: (one) 0.0633; (two) 0.0000, given in hartree